The following is a quantum chemistry calculation of a single C6H10O molecule, from OMol25.

Total charge: 0
Energy above the lowest of the compared OMol25 structures with the same formula, charge and spin: 17.1 kcal per mole
M: 98.14 g/mol
Gap between HOMO and LUMO: 10.68 eV
Highest occupied orbital energy: -9.6 eV
Spin multiplicity: 1
E: -309.8151 Ha
SMILES string: C[C@H]1C[C@H]1CC=O

```
17
Properties=species:S:1:pos:R:3:forces:R:3:nbo_charge:R:1
O -0.589 2.451 1.662 0.3639 0.0673 -0.3376 -0.52
C 0.975 -1.601 -0.791 0.0234 0.0083 0.0558 -0.61
C -0.443 -1.278 -0.362 -0.0139 -0.0517 -0.1008 -0.22
C 0.144 2.380 0.706 -0.3425 -0.0471 0.1988 0.45
C -0.706 -0.816 1.043 -0.0072 -0.0075 0.1587 -0.41
C -0.870 0.151 -0.096 -0.0469 0.1464 -0.0941 -0.23
C 0.090 1.292 -0.336 0.0845 -0.0842 -0.0546 -0.52
H 0.149 -0.698 1.706 -0.1200 0.0126 -0.1652 0.21
H 1.710 -1.022 -0.219 -0.1429 -0.1148 -0.1284 0.20
H 1.119 0.939 -0.460 0.0096 0.0050 0.0373 0.23
H -1.614 -1.143 1.542 0.1742 0.0382 -0.0562 0.22
H 1.135 -1.401 -1.858 -0.0256 -0.0367 0.1884 0.21
H -1.903 0.390 -0.346 0.2050 -0.0755 0.0591 0.22
H 1.203 -2.656 -0.605 -0.0782 0.1034 -0.0538 0.22
H -0.135 1.779 -1.295 0.0067 0.0462 0.0644 0.24
H -1.202 -1.914 -0.816 0.1426 0.1303 0.1107 0.21
H 0.937 3.148 0.524 -0.2327 -0.1402 0.1175 0.10
```
Forces are in eV/Å.